1.
A 2-piece molecular cluster, C12H20N4 overall in a non-equilibrium geometry, computed with ωB97M-V/def2-TZVPD.

The geometry in XYZ format:
```
36
Properties=species:S:1:pos:R:3
C 2.941 2.354 0.382
C 3.441 1.330 1.149
N 3.278 0.146 0.862
C 2.595 -0.320 -0.280
C 2.145 0.478 -1.342
C 2.239 1.910 -0.853
H 1.884 2.627 -1.439
H 1.639 0.348 -2.230
C 2.316 -1.736 -0.615
N 1.027 -2.140 -0.858
H 0.921 -2.701 -1.446
C 0.049 -2.297 0.204
C -0.299 -1.335 0.958
N -1.502 -0.498 0.525
C -1.283 0.046 -0.916
C -2.675 0.462 -1.282
N -3.315 1.229 -0.491
H -2.866 2.206 -0.357
C -3.415 0.887 0.698
C -2.219 0.388 1.503
H -2.425 -0.168 2.245
H -1.681 1.328 1.742
H -4.034 1.602 1.477
H -4.218 -0.049 0.804
H -2.435 1.160 -2.607
H -3.142 -0.367 -1.584
H -0.747 -0.830 -1.438
H -0.587 1.113 -0.690
H -0.653 -1.501 2.200
H 0.529 -0.456 1.209
H -0.724 -2.810 -0.097
H 0.656 -3.072 0.891
H 3.029 -1.978 -1.357
H 2.715 -2.441 0.336
H 3.730 1.493 2.104
H 3.085 3.592 0.597
```

Calculated values
* LUMO: 0.78 eV
* multiplicity: 1
* HOMO level: -7.9 eV
* charge: 0
* Kohn-Sham gap: 8.64 eV

2.
C12H20N4O4SW as an isolated structure in a non-equilibrium geometry, computed with ωB97M-V/def2-TZVPD.

The geometry in XYZ format:
```
42
Properties=species:S:1:pos:R:3
W 0.529 -0.386 -0.046
N -0.103 -0.778 -2.160
C -1.006 -1.957 -2.350
C -1.643 -2.263 -1.032
O -2.624 -2.851 -0.791
N -0.806 -1.736 0.125
C -1.264 -2.236 1.430
C -0.448 -1.588 2.514
O -0.395 -1.659 3.650
O 0.519 -0.586 1.715
H -0.582 0.049 -2.518
H 0.711 -0.903 -2.769
H -0.423 -2.825 -2.666
H -1.769 -1.769 -3.104
H -1.157 -3.322 1.515
H -2.322 -2.009 1.595
C 3.287 -3.403 0.314
C 3.306 -1.933 0.190
N 2.385 -1.143 -0.394
C 2.817 0.217 -0.239
C 4.032 0.183 0.397
N 4.298 -1.130 0.636
H 2.309 -3.811 0.070
H 3.594 -3.720 1.312
H 4.014 -3.810 -0.400
H 2.571 0.977 -0.982
H 4.729 0.977 0.635
H 5.136 -1.477 1.105
O -0.144 1.337 -0.239
S -0.500 2.899 0.292
C -1.884 2.706 1.467
C -2.983 3.625 0.912
C -2.974 3.470 -0.606
C -1.514 3.625 -1.024
H -1.502 2.943 2.460
H -2.170 1.652 1.411
H -2.791 4.660 1.202
H -3.933 3.334 1.364
H -3.562 4.248 -1.093
H -3.377 2.506 -0.923
H -1.171 4.670 -0.992
H -1.189 3.217 -1.983
```

Calculated values
* LUMO: -16.20 eV
* multiplicity: 1
* HOMO level: -23.8 eV
* charge: +4
* Kohn-Sham gap: 7.58 eV

3.
One molecule with the formula C12H20N4OS in a non-equilibrium geometry, computed with ωB97M-V/def2-TZVPD.

The geometry in XYZ format:
```
38
Properties=species:S:1:pos:R:3
C 3.971 -1.799 4.261
H 4.524 -1.011 3.759
H 4.202 -1.776 5.323
H 4.291 -2.751 3.849
C 2.474 -1.609 4.046
C 2.114 -1.632 2.607
N 2.947 -1.756 1.641
N 2.396 -1.750 0.431
C 1.113 -1.622 0.466
N 0.332 -1.584 -0.657
C -1.032 -1.439 -0.604
O -1.614 -1.378 0.457
C -1.703 -1.333 -1.968
N -1.976 0.009 -2.433
C -3.129 0.688 -1.873
C -2.844 1.442 -0.572
C -1.687 2.415 -0.784
C -0.456 1.660 -1.290
C 0.710 2.603 -1.562
H 1.585 2.049 -1.893
H 0.445 3.323 -2.334
H 0.973 3.150 -0.659
C -0.838 0.896 -2.569
H 0.014 0.321 -2.941
H -1.104 1.631 -3.338
H -0.153 0.948 -0.516
H -1.450 2.930 0.149
H -1.974 3.169 -1.523
H -3.741 1.983 -0.266
H -2.593 0.733 0.218
H -3.924 -0.043 -1.723
H -3.464 1.405 -2.633
H -2.657 -1.862 -1.910
H -1.075 -1.825 -2.720
H 0.822 -1.644 -1.538
S 0.436 -1.487 2.070
H 1.914 -2.397 4.558
H 2.149 -0.655 4.471
```

Calculated values
* LUMO: 0.70 eV
* multiplicity: 1
* SMILES: CCc1nnc(NC(=O)CN2CCC[C@H](C)C2)s1
* HOMO level: -8.4 eV
* charge: 0
* Kohn-Sham gap: 9.14 eV

4.
An isolated ion of composition C12H20N5O5 and charge +1 in a non-equilibrium geometry, computed with ωB97M-V/def2-TZVPD.

The geometry in XYZ format:
```
42
Properties=species:S:1:pos:R:3
C -0.204 1.605 3.007
C -1.155 0.326 3.356
O -1.994 0.478 4.286
O -0.916 -0.886 2.600
C -2.124 -1.448 2.058
O -2.955 -1.955 2.896
C -2.534 -1.534 0.507
N -1.439 -1.894 -0.441
C -0.888 -3.229 -0.220
N -1.450 -4.183 0.605
N 0.312 -3.642 -0.953
C 1.178 -2.508 -1.396
N 2.380 -2.276 -0.477
C 3.279 -1.738 -1.304
O 4.121 -1.368 -2.169
O 0.485 -1.279 -1.672
C -0.335 -0.881 -0.512
C -0.804 0.633 -0.803
C 0.517 1.566 -0.859
C 0.518 2.662 -2.040
C 1.779 3.680 -1.797
N 1.657 4.449 -0.508
H 0.281 1.906 4.016
H 0.614 1.230 2.283
H -0.803 2.468 2.541
H -3.089 -0.546 0.231
H -3.353 -2.359 0.421
H -1.240 -4.137 1.627
H -2.017 -4.975 0.262
H 0.858 -4.345 -0.400
H 1.651 -2.841 -2.411
H 0.385 -0.875 0.383
H -1.544 1.020 0.011
H -1.399 0.609 -1.802
H 0.590 2.137 0.150
H 1.503 0.969 -0.953
H 0.709 2.191 -3.086
H -0.429 3.313 -2.100
H 1.884 4.444 -2.661
H 2.791 3.100 -1.764
H 2.424 5.154 -0.429
H 0.753 4.961 -0.484
```

Calculated values
* LUMO: -5.22 eV
* multiplicity: 1
* SMILES: CC(=O)OC(=O)CN1C(N)=[NH+][C@H](N=C=O)O[C@H]1CCCCN
* HOMO level: -11.6 eV
* charge: +1
* Kohn-Sham gap: 6.35 eV

5.
An isolated ion of composition C12H20NSi and charge +1 in a non-equilibrium geometry, computed with ωB97M-V/def2-TZVPD.

The geometry in XYZ format:
```
34
Properties=species:S:1:pos:R:3
C 4.204 -0.539 -1.047
C 3.147 -0.448 -1.892
C 4.087 -0.828 0.377
C 1.864 -0.711 -1.414
C 2.758 -1.054 0.878
C 1.684 -1.050 0.002
C -1.713 0.812 1.924
C -1.348 1.656 0.654
C -0.478 -0.043 2.133
C -0.084 1.703 -1.469
C -2.073 0.332 -1.130
C -1.179 -2.820 0.771
N -0.875 0.907 -0.492
Si 0.004 -1.380 0.759
H 5.125 -0.395 -1.556
H 3.478 -0.110 -2.933
H 4.925 -0.976 1.080
H 1.029 -0.901 -2.111
H 2.680 -1.322 1.941
H -1.680 1.501 2.793
H -2.508 0.219 1.618
H -2.364 2.150 0.368
H -0.505 2.414 0.911
H 0.408 0.695 2.056
H -0.499 -0.606 3.095
H 0.075 1.197 -2.337
H -0.870 2.515 -1.745
H -2.525 -0.359 -0.347
H -2.647 1.183 -1.538
H -1.827 -0.242 -1.954
H 0.747 2.003 -0.970
H -1.636 -2.934 -0.225
H -0.652 -3.828 0.890
H -1.962 -2.768 1.504
```

Calculated values
* LUMO: -4.06 eV
* multiplicity: 1
* HOMO level: -12.6 eV
* charge: +1
* Kohn-Sham gap: 8.51 eV

6.
One molecule with the formula C12H20S in a non-equilibrium geometry, computed with ωB97M-V/def2-TZVPD.

The geometry in XYZ format:
```
33
Properties=species:S:1:pos:R:3
C 2.556 0.468 -0.334
C 3.761 0.994 -0.463
C -3.648 -0.427 -1.364
C -1.089 0.354 -0.948
C 1.336 0.843 -1.122
C 2.130 -2.015 0.039
C 0.597 -1.955 -0.009
C 2.166 -0.595 0.646
C 0.622 -0.583 0.689
C 0.157 0.619 -0.150
C 0.036 1.852 0.759
C -3.503 0.461 1.231
S -2.476 -0.212 -0.194
H 4.589 0.672 0.146
H 3.970 1.759 -1.191
H -4.554 -0.865 -0.979
H -3.257 -0.886 -2.256
H -1.355 1.132 -1.651
H 1.375 1.865 -1.495
H 1.232 0.174 -1.979
H 2.520 -2.780 0.708
H 2.625 -2.105 -0.926
H 0.179 -1.917 -1.012
H 0.097 -2.745 0.551
H 2.702 -0.514 1.590
H 0.182 -0.582 1.686
H 0.990 2.061 1.238
H -0.713 1.692 1.533
H -0.258 2.723 0.176
H -4.034 1.335 0.877
H -4.197 -0.316 1.527
H -2.840 0.711 2.050
H -1.901 -1.217 0.627
```

Calculated values
* LUMO: 0.51 eV
* multiplicity: 1
* SMILES: C=C1C[C@@](C)(C=[S@H](=C)C)[C@H]2CC[C@@H]12
* HOMO level: -7.5 eV
* charge: 0
* Kohn-Sham gap: 7.98 eV

7.
C12H21BiNSi as an isolated structure in a non-equilibrium geometry, computed with ωB97M-V/def2-TZVPD.

The geometry in XYZ format:
```
36
Properties=species:S:1:pos:R:3
C 0.490 3.740 -1.102
C 1.789 3.639 -0.544
C 1.665 3.430 0.859
C 0.275 3.402 1.184
C -0.465 3.584 -0.033
Bi 0.171 0.654 -0.322
C 2.751 -0.542 -1.243
C 1.857 -0.168 -2.219
C 1.615 0.160 -3.508
N -0.369 -0.315 -2.042
H 2.492 3.353 1.572
H 2.729 3.736 -1.097
H -0.150 3.316 2.181
H -1.546 3.672 -0.125
H 0.248 3.941 -2.146
H 3.428 0.220 -0.803
H -1.286 0.063 -2.382
H 2.872 -1.598 -0.928
H 2.421 0.225 -4.252
H 0.576 0.377 -3.864
C -2.806 -1.963 0.202
Si -1.288 -2.048 1.271
C -1.706 -2.857 2.915
C 0.013 -3.051 0.358
C -0.650 -0.319 1.597
H -3.219 -2.972 0.009
H -2.601 -1.501 -0.793
H -3.615 -1.384 0.685
H -2.090 -3.881 2.782
H -0.816 -2.898 3.558
H -2.466 -2.260 3.440
H 0.265 -2.634 -0.628
H 0.943 -3.120 0.939
H -0.342 -4.080 0.196
H -1.402 0.373 2.006
H 0.216 -0.299 2.275
```

Calculated values
* LUMO: 3.26 eV
* multiplicity: 1
* HOMO level: -3.6 eV
* charge: -1
* Kohn-Sham gap: 6.83 eV

8.
C12H21Br10F5NO4S2 as an isolated structure in a non-equilibrium geometry, computed with ωB97M-V/def2-TZVPD.

The geometry in XYZ format:
```
55
Properties=species:S:1:pos:R:3
O 4.085 -1.434 2.324
S 4.715 -0.567 1.256
O 6.184 -0.942 1.208
N 4.549 1.073 1.692
S 3.004 1.698 1.228
O 2.839 1.842 -0.276
O 2.927 3.124 1.751
C 1.518 0.802 1.958
F 1.809 0.255 3.216
F 0.543 1.801 2.212
C 0.824 -0.243 0.976
F 1.685 -1.149 0.382
F 0.032 0.410 0.040
F -0.055 -1.010 1.772
H 4.196 -0.867 -0.007
Br -1.170 -0.690 -2.039
C -2.664 0.244 -2.869
C -2.219 1.560 -3.455
Br -1.969 2.901 -2.064
H -3.437 0.350 -2.110
H -3.021 -0.425 -3.653
H -2.989 1.970 -4.111
H -1.280 1.491 -4.004
Br -1.878 -3.297 0.004
C -2.568 -4.710 1.154
C -2.665 -4.251 2.587
Br -0.915 -4.225 3.444
H -1.919 -5.575 1.022
H -3.557 -4.940 0.757
H -3.259 -4.952 3.176
H -3.084 -3.250 2.691
Br -3.861 -6.458 -1.516
C -4.615 -5.574 -3.079
C -4.566 -4.074 -2.932
Br -5.958 -3.433 -1.729
H -5.624 -5.962 -3.208
H -3.996 -5.899 -3.916
H -4.770 -3.588 -3.887
H -3.616 -3.710 -2.541
Br 1.262 3.798 -2.939
C 0.510 4.681 -4.502
C 0.561 6.182 -4.362
Br -0.830 6.831 -3.161
H -0.502 4.296 -4.629
H 1.128 4.353 -5.339
H 0.357 6.665 -5.319
H 1.511 6.545 -3.973
Br 6.140 1.842 6.640
C 4.443 2.761 6.352
C 3.499 1.926 5.521
Br 3.991 1.959 3.624
H 4.677 3.724 5.899
H 4.037 2.924 7.352
H 2.488 2.338 5.561
H 3.472 0.879 5.822
```

Calculated values
* LUMO: 1.62 eV
* multiplicity: 1
* HOMO level: -5.0 eV
* charge: -1
* Kohn-Sham gap: 6.59 eV

9.
A 4-piece molecular cluster, C12H21ClN3O4 overall in a non-equilibrium geometry, computed with ωB97M-V/def2-TZVPD.

The geometry in XYZ format:
```
41
Properties=species:S:1:pos:R:3
Cl -1.415 0.213 0.496
O -0.410 0.077 1.540
O -2.340 1.253 0.871
O -0.736 0.540 -0.745
O -2.133 -1.030 0.339
C 1.823 1.681 -3.073
C 1.346 3.127 -3.124
C -0.148 3.261 -2.837
C -0.918 2.514 -3.827
N -1.434 1.909 -4.649
H 1.507 1.114 -2.197
H 2.915 1.626 -3.126
H 1.461 1.147 -3.956
H 1.499 3.468 -4.153
H 1.924 3.782 -2.474
H -0.475 4.305 -2.903
H -0.424 2.968 -1.822
C 1.589 -2.165 -3.321
C 1.063 -2.061 -1.901
C -0.287 -2.748 -1.687
C -1.336 -2.182 -2.540
N -2.155 -1.690 -3.179
H 1.000 -1.542 -3.995
H 1.636 -3.189 -3.694
H 2.612 -1.773 -3.377
H 0.953 -1.012 -1.613
H 1.754 -2.477 -1.161
H -0.638 -2.591 -0.664
H -0.217 -3.819 -1.898
C -1.895 -0.706 6.012
C -1.112 -0.408 4.729
C 0.258 0.204 4.943
C 1.114 -0.606 5.810
N 1.760 -1.244 6.512
H -1.338 -1.372 6.674
H -2.839 -1.180 5.750
H -2.107 0.204 6.584
H -1.719 0.203 4.063
H -1.044 -1.367 4.207
H 0.151 1.192 5.402
H 0.753 0.372 3.985
```

Calculated values
* LUMO: 3.03 eV
* multiplicity: 1
* HOMO level: -6.6 eV
* charge: -1
* Kohn-Sham gap: 9.61 eV

10.
A 3-piece molecular cluster, C12H21F6NO5 overall in a non-equilibrium geometry, computed with ωB97M-V/def2-TZVPD.

The geometry in XYZ format:
```
45
Properties=species:S:1:pos:R:3
C -1.226 0.038 -1.258
C -1.382 1.448 -0.600
O -0.145 1.840 -0.020
C -0.437 2.851 0.931
C 0.833 3.426 1.639
N 2.099 2.815 1.260
H -1.507 0.048 -2.319
H -1.835 -0.730 -0.742
H -0.169 -0.242 -1.110
H -2.204 1.416 0.134
H -1.700 2.145 -1.398
H -1.130 2.448 1.698
H -0.957 3.695 0.431
H 0.886 4.509 1.436
H 0.706 3.299 2.725
H 2.147 2.549 0.291
H 2.397 2.088 1.884
C 5.185 0.933 1.825
C 5.098 0.361 3.225
O 5.502 -1.018 3.245
C 6.814 -1.233 3.289
O 7.649 -0.385 3.310
C 7.095 -2.730 3.354
F 6.351 -3.415 2.485
F 6.830 -3.213 4.570
F 8.364 -3.005 3.087
H 4.609 0.323 1.126
H 4.802 1.953 1.803
H 6.215 0.943 1.468
H 4.066 0.379 3.572
H 5.689 0.942 3.934
C -6.700 -2.195 -5.034
C -6.775 -1.108 -3.983
O -6.254 -1.570 -2.727
C -4.931 -1.532 -2.604
O -4.173 -1.155 -3.441
C -4.522 -2.002 -1.213
F -5.178 -3.100 -0.838
F -4.776 -1.070 -0.291
F -3.226 -2.279 -1.144
H -7.202 -3.099 -4.685
H -7.170 -1.865 -5.961
H -5.665 -2.464 -5.248
H -7.815 -0.839 -3.800
H -6.257 -0.203 -4.302
```

Calculated values
* LUMO: 0.69 eV
* multiplicity: 1
* SMILES: CCOC(=O)C(F)(F)F.CCOC(=O)C(F)(F)F.CCOCCN
* HOMO level: -9.0 eV
* charge: 0
* Kohn-Sham gap: 9.72 eV

11.
C12H21HfN2O3S2Se4 as an isolated structure in a non-equilibrium geometry, computed with ωB97M-V/def2-TZVPD.

The geometry in XYZ format:
```
45
Properties=species:S:1:pos:R:3
Hf -0.182 -0.534 -0.061
N -3.376 -1.726 2.489
C -2.183 -1.757 1.860
O -2.138 -1.589 0.638
C -0.911 -1.962 2.632
C 0.243 -2.049 1.633
H -4.128 -1.289 1.976
H -3.390 -1.658 3.491
H -1.025 -2.807 3.324
H -0.792 -1.063 3.250
H 0.275 -3.048 1.186
H 1.195 -1.881 2.140
Se -0.205 1.048 -2.552
Se 1.447 -0.139 -3.654
Se 0.267 -2.135 -3.966
Se -0.602 -2.586 -1.840
C 2.240 1.420 3.649
C 1.864 0.939 2.263
S 0.196 1.255 1.765
C 2.724 0.307 1.449
C 4.143 0.008 1.856
S 2.333 -0.210 -0.191
H 1.380 1.878 4.134
H 3.042 2.164 3.619
H 2.579 0.597 4.284
H 4.430 0.511 2.780
H 4.828 0.315 1.063
H 4.277 -1.069 1.991
O -4.051 1.521 0.269
C -2.886 1.715 -0.037
O -1.917 0.898 -0.042
C -2.513 3.142 -0.543
N -1.022 3.351 -0.445
C -0.753 4.568 0.365
C -1.978 4.644 1.262
C -3.110 4.267 0.305
H -2.814 3.193 -1.588
H -0.539 3.319 -1.351
H -0.635 2.520 0.054
H -0.689 5.426 -0.304
H 0.188 4.427 0.894
H -2.100 5.630 1.707
H -1.881 3.905 2.060
H -3.370 5.125 -0.320
H -4.012 3.913 0.799
```

Calculated values
* LUMO: 2.30 eV
* multiplicity: 1
* HOMO level: -3.6 eV
* charge: -1
* Kohn-Sham gap: 5.93 eV

12.
A 2-piece molecular cluster, C12H21IN2O3PS overall in a non-equilibrium geometry, computed with ωB97M-V/def2-TZVPD.

The geometry in XYZ format:
```
41
Properties=species:S:1:pos:R:3
N 5.049 0.260 2.809
C 5.362 1.614 2.203
C 5.511 1.624 0.571
C 4.291 0.892 -0.245
C 2.838 0.906 0.515
C 2.142 2.185 1.273
C 0.660 2.014 1.978
P -0.075 3.530 2.883
S -0.736 4.846 1.610
C -0.058 0.530 1.850
N 0.603 -0.653 1.118
I -0.373 -2.497 1.042
C 1.979 -0.528 0.464
H 5.902 -0.351 2.862
H 4.642 0.426 3.769
H 6.430 1.926 2.636
H 4.630 2.474 2.516
H 5.556 2.741 0.186
H 6.524 1.122 0.217
H 4.144 1.514 -1.253
H 4.549 -0.208 -0.569
H 2.766 3.202 1.285
H -1.052 3.100 3.867
H 1.041 4.168 3.587
H -1.112 0.359 2.358
H 2.469 -1.464 -0.092
C -6.733 -3.598 -2.072
C -6.664 -2.550 -3.171
O -5.747 -1.503 -2.831
C -4.431 -1.815 -2.926
O -3.969 -2.889 -3.273
O -3.713 -0.732 -2.534
C -2.308 -0.963 -2.479
H -6.982 -3.132 -1.113
H -7.489 -4.353 -2.306
H -5.774 -4.105 -1.939
H -7.648 -2.085 -3.285
H -6.401 -2.992 -4.138
H -1.930 -1.346 -3.433
H -2.080 -1.658 -1.667
H -1.814 -0.010 -2.271
```

Calculated values
* LUMO: -5.08 eV
* multiplicity: 1
* HOMO level: -11.8 eV
* charge: +1
* Kohn-Sham gap: 6.69 eV

Calculated energy (eV), listed in the same order as above: -18715.4969 -39535.0888 -31611.8694 -30444.1198 -22127.3642 -23597.7350 -27987.4826 -758143.7107 -37962.1029 -40816.7501 -306277.4859 -50116.1927